{
  "formula": "C36H63F3O36",
  "method": "ωB97M-V/def2-TZVPD",
  "lumo_ev": [-3.1839, -9.7571],
  "total_charge": 1,
  "fmax_ev_per_a": 6.751,
  "homo_ev": [-12.05, -12.05],
  "total_energy_ha": -4417.2818,
  "spin_multiplicity": 2,
  "elements": ["C", "C", "O", "C", "O", "O", "F", "H", "H", "H", "C", "C", "O", "C", "O", "O", "F", "H", "H", "H", "C", "C", "O", "C", "O", "O", "F", "H", "H", "H", "C", "O", "C", "O", "O", "C", "H", "H", "H", "H", "H", "H", "C", "O", "C", "O", "O", "C", "H", "H", "H", "H", "H", "H", "C", "O", "C", "O", "O", "C", "H", "H", "H", "H", "H", "H", "C", "O", "C", "O", "O", "C", "H", "H", "H", "H", "H", "H", "C", "O", "C", "O", "O", "C", "H", "H", "H", "H", "H", "H", "C", "O", "C", "O", "O", "C", "H", "H", "H", "H", "H", "H", "C", "O", "C", "O", "O", "C", "H", "H", "H", "H", "H", "H", "C", "O", "C", "O", "O", "C", "H", "H", "H", "H", "H", "H", "C", "O", "C", "O", "O", "C", "H", "H", "H", "H", "H", "H"],
  "xyz": [[4.35335, -3.27968, -0.19041], [3.61320, -4.59916, -0.01210], [3.71642, -5.27379, -1.25372], [4.66864, -4.68354, -1.99559], [5.03056, -5.09490, -3.04988], [5.00456, -3.54300, -1.43715], [2.29410, -4.29858, 0.19705], [5.09077, -3.15204, 0.60207], [3.75242, -2.37368, -0.11198], [3.95932, -5.28537, 0.76082], [0.34979, 0.95497, 0.88961], [-0.23659, -0.47080, 0.95838], [0.85077, -1.15976, 0.29361], [1.45275, -0.39101, -0.62600], [2.19223, -0.74389, -1.53708], [0.99122, 0.86892, -0.43631], [-1.33573, -0.49099, 0.18273], [1.06305, 1.35281, 1.61147], [-0.44282, 1.68845, 0.74175], [-0.53938, -0.86610, 1.92800], [-4.42288, 1.14567, 2.29665], [-3.06595, 1.64099, 1.82412], [-2.67882, 2.46413, 2.89404], [-3.34213, 2.03881, 4.00713], [-3.27243, 2.47735, 5.16220], [-4.18230, 1.12641, 3.66161], [-3.12180, 2.39349, 0.67555], [-4.75599, 0.19992, 1.86922], [-5.16940, 1.90814, 2.07426], [-2.27494, 0.90553, 1.67748], [-6.49487, 2.19022, -4.18653], [-5.97448, 1.57028, -3.06440], [-4.68620, 1.12411, -3.03119], [-3.88651, 1.30836, -3.99144], [-4.53921, 0.55694, -1.91596], [-3.38560, -0.28709, -1.73884], [-5.78247, 2.91470, -4.58114], [-7.43052, 2.69511, -3.94622], [-6.81454, 1.51379, -4.97922], [-2.46106, 0.28882, -1.77951], [-3.32874, -1.02614, -2.53801], [-3.48148, -0.85057, -0.81073], [0.19893, 3.88618, 3.22077], [1.00773, 4.86952, 4.01558], [0.51140, 5.21819, 5.27753], [-0.50777, 4.72794, 5.85411], [1.45258, 5.89990, 5.80587], [1.58663, 5.69118, 7.23116], [0.22964, 2.92963, 3.74246], [0.57707, 3.66233, 2.22327], [-0.86053, 4.04925, 3.02315], [1.56901, 4.70843, 7.70232], [0.67777, 6.17554, 7.58818], [2.47102, 6.18373, 7.63533], [-0.10988, 1.33307, 6.10140], [-0.93468, 0.22928, 6.35138], [-1.25286, -0.59555, 5.36394], [-0.81588, -0.50207, 4.24999], [-2.34884, -1.42899, 5.75643], [-2.86034, -2.39572, 4.90223], [0.08231, 1.57146, 5.05529], [0.84462, 1.15348, 6.59616], [-0.48442, 2.23423, 6.58691], [-3.48612, -2.99891, 5.56000], [-2.09463, -3.09480, 4.56596], [-3.28538, -1.99959, 3.97999], [-0.52299, -3.64200, 2.19887], [-0.62114, -4.99482, 2.56782], [-1.89198, -5.64753, 2.43617], [-2.95504, -5.22312, 2.00074], [-1.72745, -6.83655, 3.08379], [-2.90064, -7.66214, 3.27119], [0.54431, -3.42555, 2.24496], [-1.08927, -3.03265, 2.90323], [-0.98215, -3.47459, 1.22458], [-3.85409, -7.13763, 3.20851], [-2.82450, -8.19418, 4.21947], [-2.98255, -8.37623, 2.45176], [2.47651, 2.88394, -2.59681], [2.14532, 4.22643, -2.66066], [1.98165, 4.92428, -1.57674], [2.10790, 4.53253, -0.43869], [1.62809, 6.11265, -2.05796], [1.31928, 7.01628, -1.03988], [1.59404, 2.26347, -2.44070], [3.27737, 2.72622, -1.87442], [2.83671, 2.43949, -3.52462], [2.15179, 7.42537, -0.46745], [0.50389, 6.70535, -0.38676], [0.97698, 7.84126, -1.66465], [0.97474, -3.40874, -2.83821], [-0.06768, -3.89460, -2.03898], [-1.33984, -3.83153, -2.43137], [-1.78440, -3.20529, -3.42058], [-2.14201, -4.31875, -1.52779], [-3.54881, -4.10681, -1.66799], [1.95451, -3.12662, -2.45278], [0.69442, -2.46582, -3.30769], [1.15812, -4.13937, -3.62603], [-3.89814, -3.93588, -2.68625], [-3.82072, -3.35348, -0.92863], [-4.06180, -5.00246, -1.31762], [3.01654, -0.78960, -4.46566], [2.92731, -1.05025, -5.87566], [2.59573, -2.34399, -6.32139], [2.60335, -3.35979, -5.62969], [2.45952, -2.30174, -7.62328], [2.32278, -3.41247, -8.46378], [2.88401, 0.23872, -4.12937], [4.01086, -1.09108, -4.13620], [2.31757, -1.31153, -3.81212], [3.10359, -4.12231, -8.19070], [2.73405, -3.20197, -9.45102], [1.41448, -4.00969, -8.54404], [-0.53312, 0.12763, -4.29973], [-0.90146, 1.29107, -4.91771], [-0.06461, 2.04103, -5.57873], [1.17781, 1.95897, -5.62315], [-0.81716, 2.99349, -6.08298], [-0.22653, 4.03277, -6.92358], [0.21324, 0.24447, -3.51399], [-0.18150, -0.60343, -5.02776], [-1.35838, -0.40702, -3.82942], [-0.92238, 4.79064, -7.28347], [0.10534, 3.50157, -7.81565], [0.64070, 4.56551, -6.53344], [3.64977, 0.54435, 6.08304], [3.92003, 1.32128, 4.94696], [3.22162, 1.31689, 3.75602], [2.23319, 0.61552, 3.53234], [3.87512, 2.25849, 2.96419], [3.54511, 2.42808, 1.61951], [2.67234, 0.06601, 6.14568], [3.96351, 1.02200, 7.01122], [4.27159, -0.34533, 5.98351], [2.78220, 1.76525, 1.21118], [4.42406, 2.16141, 1.03263], [3.16605, 3.43818, 1.46418]]
}